Molecular formula: C40H41FGeN5O4PdS
Method: DFT, ωB97M-V/def2-TZVPD

## Properties
⟨S²⟩: 6.0164
HOMO energy (alpha / beta) (eV): -10.321 / -10.908
LUMO energy (alpha / beta) (eV): -2.53 / -4.44
2S+1: 5
Kohn-Sham gap (alpha / beta) (Eh): 0.2861 / 0.2375
Total charge: +1

Geometry as XYZ:
```
94
C40H41FGeN5O4PdS, DFT ωB97M-V/def2-TZVPD
Pd 1.1293 0.3076 -0.7356
C -6.4030 0.9170 -1.9891
C -5.9527 0.4636 -0.6047
C -6.7796 -0.6818 -0.0387
C -6.6386 -1.9279 -0.9019
C -5.1910 -2.2325 -1.1795
C -4.8009 -3.4946 -1.5692
C -3.4564 -3.7857 -1.7857
F -3.1302 -5.0294 -2.1671
C -2.4745 -2.8542 -1.6024
C -2.8470 -1.5602 -1.2144
C -1.7982 -0.5624 -1.0140
O -0.6044 -0.9407 -1.1163
C -2.2398 0.7505 -0.6837
C -3.5790 0.9729 -0.5033
N -4.5354 0.0517 -0.6526
C -4.1993 -1.2420 -1.0193
C -1.3257 1.9569 -0.5525
O -1.6729 2.8607 0.1934
O -0.2523 1.9361 -1.2691
H -7.4604 1.1806 -1.9714
H -6.2568 0.1311 -2.7308
H -5.8375 1.7932 -2.3066
H -5.9941 1.3093 0.0827
H -7.8224 -0.3716 0.0221
H -6.4416 -0.8948 0.9781
H -7.1772 -1.8019 -1.8451
H -7.0921 -2.7845 -0.4028
H -5.5328 -4.2821 -1.6968
H -1.4301 -3.0894 -1.7489
H -3.9039 1.9687 -0.2259
C 2.9864 1.6843 -1.1851
Ge 3.9434 0.3920 -0.0652
C 3.6017 0.8906 1.7890
C 3.7665 -0.0396 2.8118
C 3.5653 0.3235 4.1353
C 3.2159 1.6291 4.4494
C 3.0586 2.5652 3.4355
C 3.2392 2.1945 2.1127
C 5.8506 0.3043 -0.5088
C 6.5317 1.3217 -1.1652
C 7.8992 1.2229 -1.3787
C 8.5928 0.1077 -0.9307
C 7.9181 -0.9115 -0.2731
C 6.5508 -0.8150 -0.0673
C 3.1963 -1.4019 -0.4494
C 2.1440 -1.9682 0.2828
C 1.5932 -3.1938 -0.0818
C 2.1044 -3.8760 -1.1710
C 3.1688 -3.3408 -1.8915
C 3.7008 -2.1143 -1.5420
H 3.2350 2.3481 -2.0022
H 4.0588 -1.0593 2.5820
H 3.7012 -0.4076 4.9224
H 3.0820 1.9196 5.4846
H 2.8079 3.5909 3.6763
H 3.1053 2.9307 1.3275
H 5.9991 2.1987 -1.5139
H 8.4229 2.0177 -1.8930
H 9.6596 0.0310 -1.0943
H 8.4554 -1.7832 0.0766
H 6.0309 -1.6244 0.4352
H 1.7978 -1.4808 1.1867
H 0.7768 -3.6079 0.4955
H 1.6911 -4.8351 -1.4555
H 3.5791 -3.8861 -2.7316
H 4.5219 -1.7032 -2.1184
N 0.3488 0.5110 1.3618
C -0.3989 0.8950 2.1568
N -1.2411 1.3182 3.0613
C -1.5970 2.7464 3.1569
C -0.9187 3.3446 4.3783
O -1.2300 2.6020 5.5460
C -0.7608 1.2711 5.4517
C -1.4429 0.5494 4.2969
H -2.6818 2.8030 3.2671
H -1.3225 3.2417 2.2273
H -1.2659 4.3625 4.5488
H 0.1653 3.3566 4.2277
H -0.9923 0.7842 6.3979
H 0.3272 1.2571 5.2997
H -2.5174 0.4886 4.4805
H -1.0460 -0.4559 4.1631
C -2.0723 0.9120 -4.2851
N -0.7602 0.7962 -3.6859
C 0.1427 -0.0993 -4.0421
N -0.1052 -0.9216 -5.0706
S 1.6399 -0.2454 -3.2395
H -2.5463 1.8118 -3.9016
H -2.7066 0.0523 -4.0466
H -2.0035 1.0166 -5.3700
H -0.5628 1.3062 -2.8149
H -0.9168 -0.8234 -5.6559
H 0.6131 -1.5685 -5.3435
```

Molecular formula: C40H42As2GeNNaO8S
Method: DFT, ωB97M-V/def2-TZVPD

## Properties
HOMO energy (eV): -12.659
LUMO energy (eV): -6.54
Kohn-Sham gap (Eh): 0.2250
Total charge: +2

Geometry as XYZ:
```
96
C40H42As2GeNNaO8S, DFT ωB97M-V/def2-TZVPD
Na -2.2237 1.3082 0.4676
C -5.4321 2.4427 2.0810
C -4.0921 2.9727 1.7257
C -3.8152 3.5714 0.5021
C -2.5506 4.1148 0.2343
C -1.5505 4.0802 1.2041
C -1.8120 3.5123 2.4539
C -3.0758 2.9748 2.7016
H -5.3655 1.6122 2.7893
H -5.9921 2.0886 1.2187
H -6.0430 3.2010 2.5744
H -4.6128 3.6641 -0.2325
H -2.3839 4.6004 -0.7123
H -0.5898 4.5250 1.0057
H -1.0778 3.5294 3.2319
H -3.2864 2.5389 3.6744
S -6.1331 -1.1578 -0.6671
C -4.9200 0.0239 -0.4691
N -3.8879 -0.2870 0.2416
C -4.0460 -1.5853 0.7070
C -3.0875 -2.2823 1.4939
C -3.3574 -3.6073 1.8499
C -4.5254 -4.2709 1.4155
C -5.4531 -3.5713 0.6649
C -5.2105 -2.2321 0.3071
H -5.0934 1.0220 -0.9298
H -2.3927 -1.6921 2.0553
H -2.6454 -4.1277 2.4851
H -4.6741 -5.3079 1.6803
H -6.3604 -4.0624 0.3427
C 2.8234 2.9769 4.0665
O 3.0830 2.7880 2.6483
C 2.1615 2.1335 1.9712
O 1.1105 1.7556 2.4133
C 2.5411 1.8871 0.5205
C 3.7812 1.6824 0.0611
As 4.5327 1.6270 -1.8135
C 5.6282 0.0444 -1.5634
C 2.8039 0.9891 -2.5352
C 1.8287 1.8576 -2.1438
As 0.8555 1.3867 -0.4819
C 1.2762 -0.5075 -0.1669
C 1.9478 3.3739 -2.1866
O 1.3102 4.0692 -1.4298
O 2.7616 3.8504 -3.1226
C 2.9844 5.2898 -3.0390
C 2.4883 -0.4809 -2.6690
O 3.1823 -1.3482 -2.2078
O 1.3102 -0.8203 -3.2712
C 0.5380 0.0126 -4.1360
C 4.8918 1.4130 1.0612
O 4.8578 0.3779 1.6691
O 5.9255 2.2429 1.1743
C 5.9232 3.5501 0.6061
H 3.7095 3.4679 4.4599
H 2.6734 2.0204 4.5603
H 1.9177 3.5954 4.2036
H 6.5808 0.4100 -1.1713
H 5.7836 -0.4414 -2.5315
H 5.1680 -0.6593 -0.8917
H 2.3585 -0.6972 -0.1189
H 0.8419 -1.1845 -0.8981
H 0.8215 -0.6941 0.8065
H 3.7580 5.4579 -3.7595
H 3.3290 5.5255 -2.0368
H 2.0519 5.8035 -3.2382
H -0.0209 -0.6667 -4.7754
H 1.1875 0.6568 -4.7338
H -0.1304 0.6453 -3.5594
H 6.4065 4.2107 1.3253
H 4.9089 3.9151 0.4080
H 6.4942 3.5341 -0.3265
Ge -1.3889 -2.7893 -0.0070
C -0.0576 -3.3624 1.2342
C 1.0126 -4.1347 0.7733
C 2.1815 -4.1885 1.5142
C 2.2917 -3.5314 2.7176
C 1.1884 -2.8546 3.2121
C 0.0407 -2.7794 2.4762
C -1.8304 -3.8542 -1.5177
C -3.1295 -3.7951 -2.0050
C -3.4378 -4.3972 -3.2010
C -2.4819 -5.1051 -3.8994
C -1.1822 -5.1371 -3.4197
C -0.8430 -4.4824 -2.2580
H -1.3876 -1.3150 -0.3511
H 0.9865 -4.6170 -0.2024
H 3.0331 -4.7485 1.1468
H 3.2346 -3.5823 3.2663
H 1.2185 -2.3593 4.1606
H -0.7995 -2.2230 2.8552
H -3.9014 -3.2774 -1.4378
H -4.4552 -4.3216 -3.5716
H -2.7434 -5.6365 -4.8125
H -0.4227 -5.6754 -3.9660
H 0.1769 -4.4817 -1.9524
```

Molecular formula: C40H42FN5O15S2
Method: DFT, ωB97M-V/def2-TZVPD

## Properties
ΔE to the lowest compared entry with this formula, charge and spin (eV): 3.296
HOMO energy (eV): -9.578
LUMO energy (eV): -0.82
SMILES: COCCCCC[C@@]1(S)COC(=O)[C@H]1S(=O)(=O)F.O=[N+]([O-])c1ccccc1.O=[N+]([O-])c1ccccc1.O=[N+]([O-])c1ccccc1.O=[N+]([O-])c1ccccc1.O=[N+]([O-])c1ccccc1
Kohn-Sham gap (Eh): 0.3220

Geometry as XYZ:
```
105
C40H42FN5O15S2, DFT ωB97M-V/def2-TZVPD
C -4.2439 1.4011 -4.9547
O -5.1563 2.4334 -5.3600
C -5.2416 3.4973 -4.3883
C -4.3036 4.7691 -4.7268
C -2.9557 4.4052 -5.5027
C -1.6866 4.1018 -4.5664
C -2.0249 3.9019 -3.0176
C -0.8833 3.1376 -2.1893
S -0.2004 1.5516 -2.9411
C 0.2950 3.9570 -1.5079
O 0.7509 2.9880 -0.4777
C -0.2483 2.0244 -0.1391
O -0.1590 0.9778 0.5119
C -1.5811 2.5669 -0.8604
S -2.4279 3.7366 0.3134
O -2.3316 5.1814 -0.0558
O -3.8925 3.3711 0.3047
F -1.7517 3.6012 1.8569
H -4.3588 1.0651 -3.8665
H -3.1400 1.7265 -5.0613
H -4.3569 0.4801 -5.6145
H -5.0379 3.0455 -3.3553
H -6.3258 3.8793 -4.3472
H -4.1406 5.4205 -3.7912
H -4.9369 5.4295 -5.4278
H -2.6818 5.3351 -6.1255
H -3.0632 3.5601 -6.2621
H -0.9716 4.9918 -4.6503
H -1.1362 3.2087 -5.0188
H -2.9679 3.2471 -2.9188
H -2.2661 4.9426 -2.5990
H -1.3651 0.7973 -3.1474
H 1.1862 4.2981 -2.1225
H 0.0614 4.8637 -0.8639
H -2.3330 1.7803 -1.1790
O 4.0761 -0.6335 3.8953
N 3.1522 -0.7621 4.6838
O 3.0133 -1.7187 5.4338
C 2.1420 0.2960 4.7310
C 2.2458 1.3839 3.8658
C 1.2711 2.3741 3.8981
C 0.2100 2.2745 4.7899
C 0.1152 1.1928 5.6587
C 1.0836 0.1959 5.6324
H 3.0694 1.4709 3.1665
H 1.3371 3.2223 3.2253
H -0.5510 3.0485 4.8072
H -0.7153 1.1247 6.3528
H 0.9995 -0.6451 6.3112
O -4.2626 -1.2771 -7.6425
N -3.1243 -1.5812 -7.3161
O -2.1602 -0.8353 -7.3935
C -2.9015 -2.9341 -6.8018
C -3.9685 -3.8267 -6.7325
C -3.7477 -5.1176 -6.2659
C -2.4720 -5.5067 -5.8694
C -1.4125 -4.6066 -5.9317
C -1.6236 -3.3145 -6.3996
H -4.9668 -3.5355 -7.0385
H -4.5702 -5.8227 -6.2140
H -2.3022 -6.5171 -5.5109
H -0.4208 -4.9143 -5.6187
H -0.7897 -2.6234 -6.4464
O 9.5312 -4.7094 4.4852
N 8.4414 -4.2033 4.2698
O 7.8029 -4.3532 3.2380
C 7.8624 -3.3575 5.3150
C 8.5763 -3.1330 6.4903
C 8.0334 -2.3102 7.4701
C 6.7865 -1.7230 7.2747
C 6.0745 -1.9600 6.1027
C 6.6109 -2.7791 5.1164
H 9.5481 -3.5846 6.6538
H 8.5834 -2.1232 8.3861
H 6.3679 -1.0765 8.0398
H 5.1028 -1.5029 5.9568
H 6.0475 -2.9530 4.2066
O 10.4635 -10.4631 3.7787
N 9.5407 -10.5921 4.5678
O 9.4015 -11.5461 5.3176
C 8.5297 -9.5334 4.6149
C 8.6320 -8.4464 3.7498
C 7.6568 -7.4558 3.7817
C 6.5941 -7.5529 4.6745
C 6.5035 -8.6366 5.5433
C 7.4725 -9.6331 5.5163
H 9.4550 -8.3594 3.0500
H 7.7228 -6.6089 3.1086
H 5.8314 -6.7802 4.6927
H 5.6745 -8.7057 6.2392
H 7.3894 -10.4737 6.1956
O -7.7620 3.8526 -3.2088
N -8.2131 4.9881 -3.2732
O -8.7152 5.4750 -4.2736
C -8.1387 5.8195 -2.0708
C -7.5374 5.3114 -0.9212
C -7.4470 6.1126 0.2112
C -7.9580 7.4067 0.1917
C -8.5666 7.9042 -0.9568
C -8.6589 7.1111 -2.0949
H -7.1354 4.3050 -0.8936
H -6.9749 5.7294 1.1093
H -7.8807 8.0314 1.0761
H -8.9656 8.9126 -0.9654
H -9.1322 7.5109 -2.9844
```